No. 1
Density functional theory data (ωB97M-V with the def2-TZVPD basis set) for a molecular structure, C6H18CeN4Se3Te at a distorted geometry.

The geometry in XYZ format:
```
33
Properties=species:S:1:pos:R:3:mulliken_charge:R:1
Ce -0.265 -1.539 -0.640 1.218
N -1.533 -1.248 1.683 -0.350
C -1.523 0.069 2.199 -0.846
C -1.377 1.078 1.095 -0.892
N -0.140 0.958 0.246 0.227
C -0.316 1.829 -0.973 -0.631
C 0.599 1.473 -2.172 -0.862
N 0.401 0.091 -2.657 -0.382
C 1.120 1.167 1.050 -0.898
C 2.061 -0.050 1.033 -0.714
N 2.249 -0.622 -0.355 -0.498
H -1.273 -1.964 2.321 0.280
H -2.440 -1.587 1.302 0.281
H -2.463 0.356 2.667 0.423
H -0.746 0.163 2.921 0.415
H -2.159 0.916 0.382 0.463
H -1.350 2.114 1.423 0.445
H -1.387 1.834 -1.258 0.526
H 0.012 2.845 -0.708 0.357
H 0.394 2.193 -3.006 0.448
H 1.650 1.610 -1.871 0.294
H -0.469 -0.036 -3.200 0.338
H 1.155 -0.313 -3.303 0.253
H 1.634 2.035 0.563 0.452
H 0.979 1.526 2.051 0.471
H 3.008 0.271 1.495 0.530
H 1.576 -0.837 1.594 0.352
H 2.595 0.144 -0.960 0.149
H 2.967 -1.334 -0.271 0.281
Se -2.975 -1.199 -1.468 -0.364
Se -2.100 -3.474 -1.715 -0.266
Te -1.181 -4.498 0.418 -0.025
Se 1.297 -3.971 0.114 -0.477
```

Output
E_LUMO (alpha / beta): -3.7 / -3.8 eV
Total charge: +1
Highest occupied orbital energy (alpha / beta): -10.54 / -10.54 eV
<S²>: 0.75
Relative energy (zero: lowest compared OMol25 entry of this formula, charge and spin): 0.5 kcal/mol
Orbital gap (alpha / beta): 6.79 / 6.79 eV
Multiplicity: 2

***

No. 2
Density functional theory data (ωB97M-V with the def2-TZVPD basis set) for a single C6H8O6 molecule at a distorted geometry.

The geometry in XYZ format:
```
20
Properties=species:S:1:pos:R:3:mulliken_charge:R:1
O 1.128 0.303 0.770 -0.309
C -1.111 -0.096 0.312 -0.339
C 0.839 1.205 1.848 -0.409
O -1.356 -0.032 -0.982 -0.209
O -1.334 1.081 0.869 -0.218
C -0.664 1.154 2.129 -0.300
H 1.147 2.217 1.561 0.355
H 1.410 0.883 2.728 0.292
H -0.990 2.068 2.637 0.338
H -0.924 0.267 2.722 0.315
C -0.792 -1.126 -1.738 0.224
C 0.681 -1.329 -1.367 -0.542
O 1.413 -0.108 -1.462 -0.390
C 1.405 0.818 -0.506 0.854
O 1.813 1.927 -0.733 -0.569
O -1.442 -2.313 -1.511 -0.523
H -0.886 -0.785 -2.777 0.343
H 1.135 -2.013 -2.091 0.386
H 0.765 -1.752 -0.360 0.354
H -2.238 -2.370 -2.049 0.348
```

Output
E_LUMO: 0.6 eV
Highest occupied orbital energy: -8.45 eV
Relative energy (zero: lowest compared OMol25 entry of this formula, charge and spin): 63.4 kcal/mol
Orbital gap: 9.09 eV

***

No. 3
Density functional theory data (ωB97M-V with the def2-TZVPD basis set) for a molecular structure, C22H60F6NO14S2Zn at a distorted geometry.

The geometry in XYZ format:
```
106
Properties=species:S:1:pos:R:3:mulliken_charge:R:1
Zn 1.706 -2.995 -1.655 0.256
C 0.833 -1.369 2.001 0.446
F 0.119 -0.582 2.772 -0.058
F 1.961 -0.742 1.671 -0.011
F 1.071 -2.531 2.590 -0.222
S -0.195 -1.755 0.449 -0.041
O -0.501 -3.156 0.513 -0.373
O -1.334 -0.925 0.336 -0.043
N 0.977 -1.499 -0.738 0.912
S 1.204 0.119 -0.953 0.215
O 0.618 0.926 0.044 -0.099
O 2.568 0.361 -1.267 -0.581
C 0.237 0.413 -2.489 0.257
F 0.815 -0.256 -3.500 -0.290
F -1.022 0.063 -2.349 0.181
F 0.300 1.713 -2.735 -0.210
C -2.107 1.951 1.471 0.442
C -2.923 3.009 2.192 -0.814
O -4.316 2.707 2.179 -0.563
H -2.449 1.852 0.440 -0.011
H -2.141 0.993 1.985 0.215
H -1.062 2.275 1.454 -0.343
H -2.713 4.001 1.784 0.309
H -2.640 3.042 3.247 0.381
H -4.711 3.127 1.409 0.315
C -3.904 -1.581 -1.507 -1.061
C -3.002 -2.666 -2.044 0.673
O -3.119 -2.690 -3.483 -0.553
H -4.080 -1.756 -0.442 0.298
H -4.882 -1.658 -1.987 0.441
H -3.526 -0.567 -1.604 -0.011
H -3.283 -3.627 -1.604 0.360
H -1.970 -2.436 -1.749 -0.533
H -2.307 -3.053 -3.844 0.318
C -1.623 4.800 -1.482 -0.968
C -2.175 4.390 -2.841 0.651
O -3.579 4.313 -2.754 -0.538
H -1.891 5.832 -1.251 0.409
H -0.540 4.672 -1.476 0.312
H -2.044 4.195 -0.677 0.020
H -1.748 3.408 -3.080 -0.442
H -1.794 5.094 -3.591 0.257
H -3.946 3.804 -3.484 0.319
C 4.992 -1.465 0.245 -0.998
C 4.582 -2.096 -1.081 0.361
O 3.570 -3.158 -0.873 -0.265
H 4.260 -0.725 0.563 0.099
H 5.956 -0.971 0.147 0.419
H 5.077 -2.232 1.018 0.353
H 5.450 -2.581 -1.527 0.467
H 4.171 -1.356 -1.762 -0.291
H 4.026 -3.936 -0.536 0.293
C 2.148 0.830 5.291 -0.255
C 1.449 0.835 6.638 -0.375
O 0.087 1.269 6.520 -0.567
H 1.478 0.336 4.584 -0.105
H 3.183 0.503 5.351 0.414
H 2.170 1.861 4.925 -0.029
H 1.926 1.540 7.323 0.336
H 1.458 -0.135 7.143 0.284
H -0.446 0.471 6.439 0.233
C -0.387 -6.192 0.018 -0.973
C 1.019 -5.649 0.060 -0.111
O 1.344 -4.899 -1.184 -0.189
H -0.979 -5.596 -0.679 0.192
H -0.867 -6.052 0.985 0.290
H -0.428 -7.241 -0.261 0.393
H 1.757 -6.445 0.142 0.446
H 1.150 -4.947 0.874 0.104
H 1.350 -5.535 -1.910 0.206
C -1.830 -2.868 4.781 -1.006
C -1.837 -1.570 5.543 0.251
O -0.928 -1.628 6.629 -0.515
H -2.394 -3.635 5.320 0.444
H -0.801 -3.198 4.650 0.223
H -2.357 -2.788 3.826 0.223
H -2.847 -1.232 5.810 0.351
H -1.517 -0.725 4.920 -0.159
H -1.323 -2.088 7.375 0.284
C 3.719 0.475 -4.509 -0.434
C 3.901 0.388 -6.019 -0.539
O 4.787 1.377 -6.525 -0.516
H 3.214 1.390 -4.213 0.362
H 4.675 0.369 -3.991 0.300
H 3.210 -0.444 -4.183 -0.060
H 2.957 0.397 -6.572 0.301
H 4.387 -0.560 -6.266 0.298
H 4.435 2.247 -6.308 0.308
C -2.251 0.295 -5.286 -0.613
C -3.083 1.286 -4.465 -0.008
O -4.390 1.370 -5.040 -0.574
H -2.719 -0.692 -5.249 0.214
H -1.248 0.185 -4.875 -0.120
H -2.202 0.616 -6.324 0.369
H -2.629 2.268 -4.573 0.248
H -3.119 0.984 -3.417 0.145
H -4.822 0.519 -4.921 0.324
C 1.651 4.169 1.668 -0.742
C 1.570 4.400 3.163 0.397
O 0.488 5.303 3.459 -0.583
H 2.669 4.052 1.288 0.393
H 1.300 5.029 1.089 0.308
H 1.040 3.329 1.335 -0.159
H 2.491 4.860 3.534 0.355
H 1.404 3.465 3.699 -0.337
H 0.024 5.003 4.244 0.312
```

Output
E_LUMO: -5.8 eV
Total charge: +1
Highest occupied orbital energy: -11.46 eV
Relative energy (zero: lowest compared OMol25 entry of this formula, charge and spin): 32.6 kcal/mol
Orbital gap: 5.66 eV

***

No. 4
Density functional theory data (ωB97M-V with the def2-TZVPD basis set) for a gas-phase ion, C18H14F2NO3S (charge -1) at a distorted geometry.

The geometry in XYZ format:
```
39
Properties=species:S:1:pos:R:3:mulliken_charge:R:1
C -0.310 -2.191 1.676 -1.125
C 0.892 -1.296 1.728 0.545
C 0.628 0.257 1.739 -0.109
C 1.431 0.964 2.854 0.414
C 2.810 0.839 3.053 -0.167
C 3.436 1.454 4.145 -0.616
C 2.688 2.220 5.052 -0.341
C 1.307 2.342 4.863 -0.658
C 0.702 1.713 3.778 -0.330
O 2.045 -1.709 1.727 -0.623
H -1.185 -1.693 1.221 0.225
H -0.037 -3.046 1.052 0.343
H -0.556 -2.555 2.685 0.321
H -0.431 0.464 1.918 0.299
H 3.397 0.256 2.351 0.401
H 4.508 1.339 4.305 0.343
H 3.185 2.733 5.892 0.325
H 0.715 2.915 5.572 0.350
H -0.365 1.831 3.630 0.287
F -0.202 3.054 0.753 -0.211
C -0.529 2.161 -0.237 0.282
F -0.328 2.772 -1.455 -0.227
S 0.631 0.716 -0.073 -0.127
N -0.354 -0.022 -1.749 -0.074
C 0.190 0.005 -3.014 0.214
O 1.236 0.536 -3.350 -0.716
C -0.777 -0.731 -3.882 0.084
C -1.813 -1.159 -3.080 0.408
C -2.908 -1.822 -3.596 -0.414
C -2.927 -2.119 -4.961 -0.422
C -1.851 -1.721 -5.780 -0.405
C -0.771 -1.012 -5.233 -0.379
C -1.469 -0.796 -1.677 0.083
O -2.083 -1.141 -0.665 -0.740
H -1.593 1.847 -0.218 0.155
H -3.724 -2.093 -2.933 0.435
H -3.767 -2.657 -5.401 0.367
H -1.880 -1.969 -6.844 0.351
H 0.060 -0.686 -5.848 0.454
```

Output
E_LUMO: 3.1 eV
Total charge: -1
Highest occupied orbital energy: -3.12 eV
Orbital gap: 6.21 eV

***

No. 5
Density functional theory data (ωB97M-V with the def2-TZVPD basis set) for a molecular structure, C4H4O2.

The geometry in XYZ format:
```
10
Properties=species:S:1:pos:R:3:mulliken_charge:R:1
O -2.047 -1.034 1.369 -0.485
C -1.264 -0.402 0.716 0.556
O -1.221 0.688 0.107 -0.400
C 0.322 1.140 -0.747 0.037
C 1.239 0.119 -0.553 -0.241
C 1.143 -0.970 0.076 -0.521
H -0.118 -0.982 0.577 0.169
H -0.127 1.253 -1.730 0.239
H 0.468 2.076 -0.214 0.239
H 1.605 -1.889 0.401 0.408
```

Output
E_LUMO: -0.2 eV
Highest occupied orbital energy: -9.25 eV
Relative energy (zero: lowest compared OMol25 entry of this formula, charge and spin): 88.5 kcal/mol
Orbital gap: 9.03 eV

***

No. 6
Density functional theory data (ωB97M-V with the def2-TZVPD basis set) for a molecular structure, C14H18MgN2O7S.

The geometry in XYZ format:
```
43
Properties=species:S:1:pos:R:3:mulliken_charge:R:1
Mg 0.048 -1.705 -0.618 1.552
C -3.334 -4.253 -0.633 -1.304
C -2.656 -2.894 -0.588 1.244
O -1.630 -2.784 -1.319 -0.932
C -3.214 -1.909 0.228 -1.344
C -2.678 -0.593 0.350 1.107
C -3.510 0.490 0.992 -1.414
N -1.502 -0.336 -0.123 0.301
N -1.073 0.989 -0.137 -0.481
C -0.025 1.066 -0.921 0.410
O 0.521 0.111 -1.574 -1.074
C 0.568 2.437 -1.077 0.315
C 1.620 2.625 -1.969 -0.314
C 2.196 3.878 -2.134 -0.630
C 1.733 4.963 -1.401 -0.299
C 0.686 4.780 -0.502 -0.610
C 0.109 3.530 -0.342 -0.288
H -3.526 -4.525 -1.674 0.288
H -4.266 -4.282 -0.065 0.307
H -2.632 -4.983 -0.224 0.260
H -4.125 -2.141 0.765 0.078
H -4.490 0.106 1.274 0.390
H -3.626 1.333 0.309 0.300
H -3.000 0.875 1.877 0.258
H 1.971 1.758 -2.514 0.405
H 3.015 4.006 -2.832 0.358
H 2.185 5.940 -1.523 0.348
H 0.323 5.620 0.081 0.351
H -0.704 3.368 0.353 0.434
C 2.600 0.598 2.219 -1.069
C 3.098 0.126 0.859 -0.264
O 2.343 -0.939 0.364 -0.334
H 3.181 1.456 2.577 0.391
H 2.672 -0.209 2.951 0.332
H 1.552 0.890 2.141 0.183
H 4.164 -0.141 0.919 0.391
H 3.009 0.943 0.136 0.129
H 2.555 -1.797 0.813 0.317
O 2.503 -3.474 1.227 -0.915
S 1.176 -3.730 0.614 1.190
O 1.234 -3.372 -0.855 -0.820
O 0.190 -2.722 1.152 -0.785
O 0.738 -5.100 0.826 -0.766
```

Output
E_LUMO: 4.8 eV
Total charge: -2
Highest occupied orbital energy: -0.89 eV
Orbital gap: 5.69 eV

***

No. 7
Density functional theory data (ωB97M-V with the def2-TZVPD basis set) for 2 unconnected molecules or ions with the total composition C5H14N2O at a distorted geometry.

The geometry in XYZ format:
```
22
Properties=species:S:1:pos:R:3:mulliken_charge:R:1
C -1.639 -0.265 0.092 -0.637
C -0.267 0.155 -0.396 -0.905
C 0.748 0.187 0.630 -0.235
C 1.372 1.204 1.271 0.181
N 2.527 0.993 2.108 0.038
C 3.334 -0.046 2.111 0.006
N -2.701 -0.125 -0.988 -0.210
H -1.579 -1.278 0.584 0.425
H -1.874 0.505 0.794 0.486
H 0.100 -0.435 -1.126 0.468
H -0.312 1.132 -0.994 0.561
H 0.904 -0.890 1.033 0.394
H 1.162 2.241 1.129 0.433
H 2.667 1.734 2.672 0.259
H 4.073 -0.143 2.810 0.334
H 3.319 -0.940 1.490 0.336
H -2.586 -0.808 -1.768 0.291
H -3.590 -0.209 -0.590 0.377
H -2.583 0.850 -1.404 0.420
H -1.913 -2.207 -4.022 0.326
H -2.008 -0.736 -3.878 0.336
O -1.981 -1.538 -3.353 -0.685
```

Output
E_LUMO (alpha / beta): -14.6 / -17.6 eV
Total charge: +3
Highest occupied orbital energy (alpha / beta): -21.51 / -21.50 eV
<S²>: 0.75
Relative energy (zero: lowest compared OMol25 entry of this formula, charge and spin): 21.1 kcal/mol
Orbital gap (alpha / beta): 6.91 / 3.89 eV
Multiplicity: 2

***

No. 8
Density functional theory data (ωB97M-V with the def2-TZVPD basis set) for a single C20H31N3O2 molecule.

The geometry in XYZ format:
```
56
Properties=species:S:1:pos:R:3:mulliken_charge:R:1
C 2.739 2.293 2.105 -1.325
C 3.226 1.050 2.846 0.980
C 4.749 1.070 2.960 -1.681
C 2.782 -0.243 2.155 -1.293
C 1.272 -0.453 2.123 0.174
N 0.653 0.271 1.024 0.279
C -0.632 0.671 1.044 -0.020
O -1.353 0.481 2.011 -0.803
C -1.142 1.329 -0.225 0.168
C -1.403 0.237 -1.270 -0.260
C -2.010 0.843 -2.532 -1.333
C -1.107 1.931 -3.114 0.864
C -1.730 2.540 -4.367 -1.770
C -0.850 3.006 -2.056 -1.262
C -0.219 2.402 -0.804 -0.583
C 0.915 -1.945 1.942 0.095
O 1.717 -2.778 1.570 -0.696
N -0.376 -2.198 2.214 -0.092
C -0.995 -3.468 1.886 -1.206
C -1.579 -3.417 0.496 0.835
C -0.748 -3.430 -0.622 -0.284
C -1.325 -3.328 -1.876 -0.508
C -2.704 -3.215 -1.971 -0.429
C -3.441 -3.212 -0.797 -0.368
N -2.896 -3.308 0.404 -0.591
H 1.654 2.340 2.088 0.210
H 3.105 2.294 1.080 0.266
H 3.109 3.190 2.597 0.490
H 2.803 1.062 3.856 0.264
H 5.105 0.202 3.510 0.412
H 5.081 1.966 3.479 0.431
H 5.204 1.059 1.971 0.356
H 3.217 -1.096 2.680 0.368
H 3.169 -0.270 1.133 0.325
H 0.808 -0.094 3.049 0.402
H 1.193 0.350 0.179 0.297
H -2.100 1.791 0.036 0.482
H -0.466 -0.267 -1.521 0.285
H -2.081 -0.511 -0.854 0.078
H -2.168 0.056 -3.272 0.381
H -2.984 1.276 -2.292 0.373
H -0.147 1.477 -3.389 0.266
H -1.077 3.302 -4.788 0.423
H -1.898 1.776 -5.122 0.421
H -2.686 3.002 -4.128 0.355
H -0.189 3.774 -2.465 0.448
H -1.795 3.484 -1.793 0.349
H 0.749 1.973 -1.073 0.288
H -0.044 3.182 -0.060 0.311
H -0.994 -1.416 2.409 0.326
H -1.786 -3.676 2.607 0.345
H -0.216 -4.233 1.940 0.417
H 0.319 -3.521 -0.496 0.490
H -0.711 -3.338 -2.765 0.436
H -3.194 -3.133 -2.928 0.429
H -4.520 -3.127 -0.811 0.385
```

Output
Structure (SMILES): CC(C)C[C@@H](NC(=O)[C@H]1CC[C@H](C)CC1)C(=O)NCc1ccccn1
E_LUMO: 0.7 eV
Highest occupied orbital energy: -9.28 eV
Relative energy (zero: lowest compared OMol25 entry of this formula, charge and spin): 5.1 kcal/mol
Orbital gap: 9.98 eV